Record 1
ORCA calculation (the ωB97M-V functional and the def2-TZVPD basis) on a molecular structure, C49H41N11O2P2S4Se2Tl.

Summary:
Kohn-Sham gap in eV: 6.77
Energy above the lowest of the compared OMol25 structures with the same formula, charge and spin in eV: 0.3153
LUMO level in eV: -2.882
Net charge: +1

Last column: Löwdin charge in e.
Positions of all 112 atoms, in Å:
Tl  -1.548  -1.313  -1.723  0.58
Se  0.727  -1.030  5.056  0.37
P  2.012  -0.897  3.392  0.56
C  2.745  0.741  3.159  -0.36
C  3.123  1.481  4.277  -0.10
C  3.746  2.706  4.107  -0.09
C  3.980  3.200  2.828  -0.07
C  3.601  2.461  1.717  -0.05
C  2.992  1.226  1.882  -0.08
C  3.442  -2.007  3.426  -0.34
C  4.352  -2.032  2.369  -0.08
C  5.487  -2.816  2.460  -0.07
C  5.723  -3.572  3.604  -0.08
C  4.822  -3.544  4.656  -0.08
C  3.678  -2.760  4.568  -0.10
C  1.157  -1.282  1.840  -0.39
C  0.021  -0.786  1.198  -0.41
N  -0.202  -1.619  0.167  -0.15
N  0.748  -2.536  0.133  -0.06
N  1.572  -2.357  1.135  0.05
P  -1.251  0.433  1.560  0.75
Se  -2.738  0.445  -0.042  0.53
C  -2.105  -0.134  3.044  -0.38
C  -2.612  0.762  3.975  -0.07
C  -3.287  0.288  5.091  -0.06
C  -3.454  -1.074  5.277  -0.06
C  -2.952  -1.970  4.339  -0.08
C  -2.282  -1.503  3.224  -0.12
C  -0.626  2.077  1.885  -0.35
C  -0.878  3.119  0.999  -0.11
C  -0.406  4.388  1.288  -0.06
C  0.319  4.613  2.450  -0.05
C  0.565  3.575  3.337  -0.06
C  0.088  2.304  3.062  -0.09
H  2.911  1.101  5.270  0.09
H  4.044  3.282  4.974  0.11
H  4.459  4.162  2.700  0.11
H  3.776  2.842  0.719  0.11
H  2.700  0.654  1.013  0.07
H  4.175  -1.449  1.474  0.10
H  6.190  -2.840  1.639  0.11
H  6.614  -4.182  3.672  0.11
H  5.006  -4.129  5.547  0.11
H  2.963  -2.730  5.381  0.05
H  -2.487  1.828  3.841  0.11
H  -3.676  0.989  5.818  0.11
H  -3.967  -1.442  6.155  0.11
H  -3.065  -3.035  4.496  0.09
H  -1.865  -2.200  2.507  0.08
H  -1.434  2.934  0.090  0.05
H  -0.608  5.204  0.607  0.11
H  0.689  5.606  2.670  0.11
H  1.123  3.749  4.246  0.11
H  0.244  1.504  3.778  0.06
N  -4.114  0.692  -4.933  0.19
C  -3.554  1.869  -4.457  -0.17
C  -3.786  3.202  -4.776  -0.01
C  -3.025  4.131  -4.098  -0.07
C  -2.066  3.742  -3.146  -0.07
C  -1.840  2.417  -2.839  -0.04
C  -2.610  1.471  -3.513  -0.21
N  -2.612  0.078  -3.428  0.10
C  -3.519  -0.333  -4.283  -0.24
C  -3.818  -1.744  -4.518  -0.31
C  -4.702  -2.292  -5.394  -0.32
S  -4.635  -3.990  -5.277  1.08
C  -3.435  -3.854  -4.069  -0.48
N  -3.097  -2.637  -3.773  -0.04
H  -4.838  0.614  -5.625  0.17
H  -4.520  3.500  -5.512  0.11
H  -3.168  5.182  -4.305  0.11
H  -1.491  4.508  -2.643  0.10
H  -1.108  2.111  -2.104  0.06
H  -5.374  -1.805  -6.081  0.08
H  -3.013  -4.722  -3.585  0.08
N  3.819  4.902  -5.225  0.12
C  3.309  3.954  -4.378  -0.31
C  2.190  4.236  -3.583  -0.02
C  1.653  3.269  -2.760  -0.06
C  2.219  1.997  -2.714  -0.29
C  3.351  1.718  -3.472  -0.09
C  3.888  2.681  -4.301  -0.02
S  1.547  0.778  -1.648  0.58
O  0.798  1.457  -0.613  -0.33
O  2.634  -0.099  -1.289  -0.29
N  0.422  -0.046  -2.459  -0.18
C  0.688  -0.974  -3.398  -0.73
S  1.804  -0.977  -4.716  1.11
C  1.086  -2.438  -5.313  -0.37
C  0.085  -2.833  -4.505  -0.22
N  -0.117  -2.022  -3.414  -0.05
H  3.526  5.857  -5.127  0.10
H  4.725  4.758  -5.633  0.10
H  1.754  5.227  -3.610  0.11
H  0.812  3.499  -2.121  0.10
H  3.829  0.750  -3.388  0.10
H  4.771  2.460  -4.886  0.12
H  1.468  -2.932  -6.189  0.07
H  -0.507  -3.725  -4.625  0.11
C  -4.749  -4.093  1.730  -0.01
N  -3.309  -4.306  1.684  -0.11
C  -2.542  -4.833  2.708  -0.06
C  -1.257  -4.808  2.296  -0.03
N  -1.264  -4.294  1.020  0.10
C  -2.512  -3.970  0.653  -0.71
S  -3.071  -3.339  -0.844  0.67
H  -5.152  -4.673  2.556  0.10
H  -5.199  -4.425  0.798  0.08
H  -4.962  -3.036  1.879  0.10
H  -2.981  -5.176  3.627  0.13
H  -0.348  -5.096  2.791  0.13
H  -0.431  -4.018  0.492  0.11

Record 2
ORCA calculation (the ωB97M-V functional and the def2-TZVPD basis) on a molecular structure, C49H42BiNOP2.

Summary:
Kohn-Sham gap (alpha / beta) in eV: 3.17 / 3.17
LUMO level (alpha / beta) in eV: -9.145 / -9.146
Net charge: +2

Last column: Löwdin charge in e.
Positions of all 96 atoms, in Å:
Bi  -0.714  0.146  0.039  1.02
P  -1.323  -2.763  -0.480  0.94
C  -1.488  -0.072  2.824  -0.09
O  -1.931  -0.436  3.836  0.07
P  -0.825  2.910  -0.555  0.92
C  -1.154  -3.565  1.129  -0.40
C  -0.012  -3.512  -1.497  -0.38
C  -2.906  -3.250  -1.198  -0.38
C  -2.462  3.692  -0.766  -0.35
C  -0.078  3.776  0.868  -0.36
C  0.229  3.380  -1.962  -0.38
C  -2.165  -4.374  1.671  -0.06
C  -2.020  -4.881  2.968  -0.05
C  -0.892  -4.583  3.732  -0.06
C  0.122  -3.786  3.192  -0.08
C  -0.007  -3.275  1.903  -0.13
H  -3.067  -4.577  1.089  0.11
H  -2.817  -5.501  3.385  0.12
H  -0.795  -4.973  4.744  0.11
H  1.013  -3.543  3.776  0.10
H  0.761  -2.595  1.503  0.07
C  -4.099  -2.743  -0.623  -0.12
C  -5.328  -3.011  -1.229  -0.07
C  -5.398  -3.823  -2.373  -0.06
C  -4.223  -4.351  -2.910  -0.06
C  -2.979  -4.077  -2.331  -0.07
H  -4.053  -2.100  0.265  0.10
H  -6.242  -2.577  -0.813  0.11
H  -6.366  -4.055  -2.830  0.12
H  -4.261  -4.979  -3.805  0.12
H  -2.059  -4.480  -2.770  0.11
C  0.628  -4.701  -1.120  -0.07
C  1.644  -5.219  -1.915  -0.07
C  2.036  -4.564  -3.080  -0.08
C  1.407  -3.369  -3.454  -0.09
C  0.389  -2.844  -2.670  -0.12
H  0.324  -5.212  -0.209  0.11
H  2.148  -6.139  -1.615  0.12
H  2.846  -4.972  -3.688  0.12
H  1.731  -2.851  -4.356  0.11
H  -0.090  -1.904  -2.948  0.09
C  1.281  4.128  0.882  -0.11
C  1.836  4.722  2.016  -0.08
C  1.071  4.877  3.176  -0.08
C  -0.254  4.440  3.194  -0.07
C  -0.833  3.893  2.054  -0.09
H  1.922  3.884  0.036  0.10
H  2.888  5.010  2.006  0.11
H  1.517  5.327  4.067  0.12
H  -0.835  4.502  4.115  0.12
H  -1.838  3.470  2.100  0.10
C  -3.600  3.079  -0.194  -0.12
C  -4.853  3.670  -0.345  -0.07
C  -4.976  4.884  -1.037  -0.06
C  -3.848  5.499  -1.585  -0.06
C  -2.590  4.899  -1.466  -0.07
H  -3.495  2.127  0.334  0.07
H  -5.743  3.193  0.066  0.11
H  -5.958  5.355  -1.149  0.12
H  -3.942  6.445  -2.121  0.12
H  -1.710  5.355  -1.922  0.09
C  0.690  4.699  -2.123  -0.12
C  1.502  5.024  -3.212  -0.05
C  1.897  4.035  -4.115  -0.06
C  1.439  2.720  -3.959  -0.07
C  0.592  2.387  -2.902  -0.10
H  0.430  5.464  -1.381  0.12
H  1.830  6.055  -3.346  0.12
H  2.551  4.296  -4.950  0.12
H  1.749  1.959  -4.677  0.11
H  0.218  1.365  -2.771  0.05
H  -2.462  0.120  -0.590  -0.11
H  -1.502  -0.063  -1.668  -0.10
C  3.776  2.276  3.967  0.00
C  2.480  1.777  4.148  -0.03
C  1.829  1.121  3.114  0.02
C  2.536  0.815  1.919  -0.25
C  3.786  1.442  1.708  0.03
C  4.418  2.131  2.732  -0.03
N  2.029  -0.071  0.980  0.12
C  2.820  -1.136  0.543  -0.28
C  3.086  -1.366  -0.831  0.02
C  3.983  -2.349  -1.215  -0.04
C  4.549  -3.204  -0.268  0.00
C  4.225  -3.045  1.086  -0.02
C  3.361  -2.032  1.484  0.00
H  4.278  2.808  4.772  0.13
H  1.958  1.910  5.099  0.13
H  0.802  0.767  3.223  0.08
H  4.262  1.302  0.733  0.14
H  5.419  2.538  2.570  0.13
H  2.627  -0.705  -1.565  0.12
H  4.254  -2.458  -2.265  0.13
H  5.228  -4.012  -0.564  0.14
H  4.668  -3.705  1.840  0.13
H  3.131  -1.869  2.535  0.13

For each record above, in turn, the calculated F_max values are 0.40; 5.81 eV Å⁻¹.
For each record above, in turn, the calculated E values are -269267.4257; -79430.6161 eV.